{
  "formula": "C7H14O",
  "method": "ωB97M-V/def2-TZVPD",
  "species": ["O", "C", "C", "C", "C", "C", "C", "C", "H", "H", "H", "H", "H", "H", "H", "H", "H", "H", "H", "H", "H", "H"],
  "xyz": [[3.924, -0.478, -0.780], [-1.371, 1.332, 0.711], [-0.346, -0.888, 0.265], [-0.421, -2.374, -0.116], [-0.144, 3.441, 1.221], [-1.411, -0.072, 0.267], [-0.259, 2.068, 0.678], [-0.704, -2.754, -1.604], [-1.177, -2.794, 0.570], [-2.354, -0.582, 0.022], [-0.400, -3.788, -1.764], [-2.232, 1.840, 1.098], [-0.878, 3.771, 1.951], [0.633, 1.683, 0.161], [-0.119, -2.049, -2.262], [3.516, -0.467, 0.093], [3.584, 0.310, -1.214], [-1.762, -2.661, -1.896], [0.632, -0.423, 0.412], [0.544, -2.850, 0.015], [0.850, 3.538, 1.723], [-0.107, 4.195, 0.450]],
  "forces_ev_per_a": [[-0.1, 0.0, 0.1], [0.9, 0.0, -0.4], [-0.1, 0.1, -1.2], [-0.3, 0.4, -0.3], [1.5, 0.5, 0.7], [0.0, -1.0, 0.3], [-0.2, -0.2, -0.5], [-0.1, 1.4, -0.1], [0.4, -0.3, -0.4], [0.1, 0.6, 0.2], [0.0, 0.1, -0.1], [-0.6, -0.3, 0.3], [-0.3, -0.4, 0.0], [-0.4, 0.1, 0.3], [-0.5, -0.9, 0.5], [0.1, 0.0, -0.1], [0.0, 0.0, -0.1], [0.3, 0.1, 0.2], [-0.1, -0.4, 0.3], [0.1, 0.0, 0.8], [-0.6, 0.0, -0.2], [-0.1, 0.2, -0.5]],
  "mulliken_charge": [-0.6333, -0.3539, -0.0651, -0.5497, -1.2443, -0.2322, -0.0502, -1.0102, 0.2944, 0.3183, 0.3403, 0.3278, 0.3488, 0.2840, 0.2821, 0.3146, 0.3193, 0.2943, 0.1188, 0.3031, 0.3016, 0.2915],
  "relative_energy_kcal_mol": 40.6,
  "multiplicity": 1,
  "e_tot_ev": -9532.0043,
  "gap_ev": 9.1
}

{
  "formula": "C2H7NO2",
  "method": "ωB97M-V/def2-TZVPD",
  "species": ["O", "O", "N", "C", "C", "H", "H", "H", "H", "H", "H", "H"],
  "xyz": [[0.715, 0.989, -0.264], [-0.680, -0.763, -0.053], [-0.284, 0.130, 2.577], [0.157, 0.036, -0.751], [0.298, -0.422, -2.178], [1.317, -0.789, -2.303], [-0.584, -0.522, 0.920], [-0.948, 0.624, 3.168], [0.185, 0.453, -2.817], [-0.401, -1.213, -2.419], [0.300, -0.408, 3.204], [0.332, 0.876, 2.252]],
  "forces_ev_per_a": [[0.2, 0.0, -0.1], [0.7, 0.3, 0.3], [0.3, 0.6, 0.2], [-0.7, -0.7, 0.3], [0.3, 0.4, 0.2], [0.0, 0.0, 0.0], [-0.3, 0.0, -0.4], [-0.2, -0.3, -0.1], [-0.1, -0.1, -0.1], [-0.1, 0.0, -0.1], [0.0, -0.3, 0.1], [0.0, -0.1, -0.3]],
  "mulliken_charge": [-0.5779, -0.4836, -0.8039, 0.6906, -0.8904, 0.2451, 0.4972, 0.2359, 0.2796, 0.2810, 0.2351, 0.2913],
  "relative_energy_kcal_mol": 0.0,
  "multiplicity": 1,
  "e_tot_ev": -7773.5257,
  "gap_ev": 11.0
}

{
  "formula": "C4H8N4O",
  "method": "ωB97M-V/def2-TZVPD",
  "species": ["O", "N", "N", "N", "N", "C", "C", "C", "C", "H", "H", "H", "H", "H", "H", "H", "H"],
  "xyz": [[-0.342, 0.369, 0.207], [-2.756, 0.815, 1.251], [-2.580, 0.107, -0.077], [-1.094, -0.686, -1.669], [1.958, 0.647, -0.028], [0.337, -0.790, -1.652], [0.725, 0.065, -0.681], [2.257, -0.159, 1.285], [-1.420, -0.073, -0.339], [-2.386, 1.935, 0.881], [2.429, -1.241, 0.924], [2.800, 0.951, -0.701], [1.403, -0.207, 2.082], [3.330, 0.139, 1.579], [-3.892, 0.895, 1.311], [-1.445, -1.532, -1.892], [0.676, -1.234, -2.483]],
  "forces_ev_per_a": [[2.4, 0.7, 0.0], [-1.6, 3.5, -3.0], [-5.2, 1.0, 3.5], [2.3, 3.1, 2.8], [-0.9, -1.1, -1.4], [-2.3, 3.8, 3.2], [3.9, 0.4, 2.0], [1.4, -1.2, -2.0], [1.5, -2.3, -5.2], [-1.7, -3.9, 1.9], [-0.5, 1.3, 0.8], [-2.7, -1.6, 2.2], [1.8, 0.9, -1.7], [-2.1, 0.0, 0.3], [3.7, 0.0, -0.3], [-2.3, -3.1, -0.5], [2.3, -1.3, -2.5]],
  "mulliken_charge": [-0.2827, -0.5743, -0.4084, -0.2581, -0.3803, -0.4832, 0.1893, -0.7059, 0.4987, 0.2632, 0.2631, 0.3205, 0.2211, 0.3208, 0.2944, 0.2237, 0.4980],
  "relative_energy_kcal_mol": 139.7,
  "multiplicity": 1,
  "e_tot_ev": -12280.3793,
  "gap_ev": 8.7
}